Arrangement one

Entry from the Open Molecules 2025 dataset: a molecular structure, C36H90N6O12 (the ωB97M-V functional and the def2-TZVPD basis).

```
144
C36H90N6O12 (the ωB97M-V functional and the def2-TZVPD basis)
H 1.303 -1.746 -1.553
O 1.663 0.644 2.535
H -3.868 1.376 4.793
N -3.384 1.229 6.851
H -1.048 -1.836 -4.394
H 2.342 -1.152 2.954
H -4.514 -3.562 0.727
H 3.593 4.859 -4.830
H -2.012 -1.585 1.393
H -5.500 2.252 10.454
C 0.706 -0.859 -1.337
H 4.323 0.807 -2.014
H 1.502 -1.262 5.300
C 1.275 7.718 -6.515
O -1.855 -3.602 0.611
C 2.860 -4.810 2.970
N 3.768 4.358 -6.867
H -1.261 2.694 -2.877
O -1.958 -0.494 3.855
H 1.155 5.099 -6.462
O 2.285 1.044 -1.906
H -1.300 -2.638 2.483
O 1.474 -2.777 3.713
C -3.405 -3.033 2.290
C 1.860 5.506 -5.737
C -1.866 0.381 4.934
H -4.738 3.564 -4.162
H 0.705 3.401 -4.311
H -3.581 -2.350 3.122
C 2.397 -3.886 4.064
H 0.354 -0.851 -6.287
H 5.621 3.600 -7.577
H 3.609 -3.018 2.173
C -6.882 -2.369 1.298
H -6.620 -1.318 1.420
C 4.920 -3.133 0.145
H 2.373 -1.623 0.627
C 3.444 0.228 -2.294
H 4.679 -3.282 -0.907
O 4.410 -1.924 0.647
H 0.183 1.019 -2.241
C 1.057 0.368 -2.265
H -1.239 1.210 4.607
H 3.220 -5.727 3.438
C 1.043 1.035 -5.312
C -5.864 -3.296 1.978
H -4.331 1.315 7.189
H 0.757 7.478 -7.444
H 0.759 -2.713 5.753
H 3.961 1.724 -7.154
H -6.770 1.197 9.931
C -3.565 0.883 9.150
C 2.999 1.110 2.285
C -0.236 3.030 -4.718
H -0.026 -1.780 4.479
H 2.053 -0.855 -5.582
H 3.807 5.169 -7.468
N -4.607 -2.878 1.464
N -0.250 1.573 -4.931
H 6.041 -0.521 0.550
H 3.261 -3.435 4.551
C -0.349 -1.359 -3.708
N 3.842 -3.999 2.231
C 1.016 -0.533 -5.483
H -0.259 -2.065 -2.882
C 5.038 -0.769 0.203
H 2.945 0.290 -5.076
H -2.831 -0.571 7.654
H -0.728 -4.052 -1.055
H -1.041 -2.371 -1.019
H 4.046 0.248 -3.882
C 3.978 -4.304 0.768
H -0.277 3.561 -5.670
C -9.188 -1.724 1.537
H -0.570 -2.016 4.250
H 1.692 1.091 -4.438
H 1.111 0.011 -3.293
O -5.021 0.684 9.094
H 4.444 -5.285 0.685
H -1.440 -0.156 5.782
H -9.506 -1.761 0.495
H 1.323 5.632 -4.796
C -5.700 1.229 10.136
C 4.989 3.625 -6.689
H -0.613 -0.387 -3.290
H 5.982 -3.167 0.389
H 1.433 0.301 0.172
H -1.287 -1.702 2.693
H 0.087 -3.062 0.018
H 3.555 0.077 -3.368
H 2.664 3.450 -5.439
C -2.781 0.490 7.895
H 5.489 1.405 -6.729
H 1.404 1.773 -6.028
H -6.839 -2.542 0.223
H -8.920 -0.725 1.881
H 2.016 -5.020 2.314
H -1.405 4.420 -3.406
O 0.963 -1.289 -4.192
C 2.980 4.473 -5.644
C -1.390 3.376 -3.717
H 3.761 0.641 2.907
C 1.475 -0.739 2.439
H -0.348 -1.104 -1.466
C 1.367 -1.397 0.980
H 3.569 -0.618 -1.619
H -5.776 -3.088 3.044
H -1.716 0.720 7.913
H -3.738 4.397 -3.085
C 4.697 2.095 -6.441
H 2.066 -4.564 4.850
H -3.209 0.291 9.992
C -0.920 -3.232 -0.362
H -10.124 -2.023 2.010
H -3.249 -3.979 2.808
N 0.734 -0.418 0.051
C -3.861 3.412 -3.534
C -2.063 -2.628 1.704
H 0.045 -0.570 3.404
O 2.315 6.752 -6.227
C -0.819 -1.218 3.550
H -6.070 -4.359 1.858
H -4.171 2.591 -2.887
H 0.784 -2.318 1.008
H -5.587 0.661 11.060
C 4.012 0.475 -4.947
H 4.506 -0.282 -5.556
C 0.940 -2.094 4.874
H 0.483 -0.993 2.813
H 5.653 4.017 -5.919
H -0.791 1.399 -5.766
C -3.298 0.728 5.459
O -8.122 -2.612 1.910
H 0.602 7.764 -5.659
H -3.348 1.946 9.261
O -2.699 3.151 -4.277
H 2.936 -4.256 0.450
O 4.337 1.818 -5.074
H 1.869 8.629 -6.593
H -3.884 -0.188 5.533
H 5.104 -0.844 -0.882
H 4.486 0.121 0.503
H 2.915 2.181 2.471
H 3.202 0.905 1.234
```

Properties
total charge	0
Kohn-Sham gap	8.56	eV

---

Arrangement two

Entry from the Open Molecules 2025 dataset: 6 unconnected molecules or ions with the total composition C36H90N6O12 (the ωB97M-V functional and the def2-TZVPD basis).

```
144
C36H90N6O12 (the ωB97M-V functional and the def2-TZVPD basis)
C -16.707 -24.045 21.270
H -4.603 -14.234 17.516
H -17.555 -19.960 19.484
N -10.961 -21.350 21.314
O -17.506 -18.967 21.566
C -19.988 -12.309 17.922
H -16.075 -17.072 22.656
O -12.118 -23.639 19.638
H -14.636 -12.308 19.688
H -4.694 -14.060 15.207
O -6.362 -13.839 16.436
H -18.972 -20.391 21.381
O -20.348 -25.198 19.657
N -17.474 -15.564 22.783
N -7.307 -16.202 15.226
C -18.076 -20.188 21.967
H -5.812 -13.127 18.227
H -9.575 -17.064 15.049
H -16.931 -13.582 24.430
H -5.367 -16.388 16.069
H -16.702 -26.015 18.260
H -10.870 -19.100 17.610
O -17.325 -14.479 26.234
O -19.124 -11.210 18.141
C -11.442 -22.651 21.766
H -16.666 -16.573 21.109
H -12.720 -19.247 21.275
H -16.442 -10.745 20.028
H -11.819 -22.658 22.791
H -7.751 -15.670 15.975
O -9.408 -17.875 16.918
O -15.567 -25.702 19.949
H -17.159 -13.337 27.881
C -15.909 -24.345 20.003
H -17.745 -22.387 15.643
H -18.076 -16.355 24.585
H -6.243 -13.950 14.439
C -18.247 -21.460 15.330
C -18.026 -17.841 22.219
H -12.323 -25.663 19.783
N -16.018 -19.137 18.299
C -7.569 -17.627 15.428
H -14.781 -12.183 17.956
H -20.693 -24.296 21.474
H -7.290 -21.403 23.785
H -15.915 -18.451 19.052
H -8.640 -21.861 24.815
H -7.029 -18.112 16.257
C -17.320 -15.652 24.226
O -8.818 -19.981 24.025
H -18.134 -18.128 23.275
H -6.090 -14.896 18.185
C -9.049 -17.893 15.563
C -16.997 -16.730 22.138
H -18.699 -13.203 26.991
H -22.401 -25.336 19.690
H -11.208 -17.372 17.849
H -19.014 -22.623 21.276
H -18.230 -20.162 23.050
H -15.769 -27.376 18.886
H -16.699 -21.466 17.396
O -15.556 -14.735 17.700
C -5.890 -15.898 15.236
H -13.126 -23.959 21.389
H -10.538 -21.123 24.057
H -21.515 -26.392 18.570
H -19.493 -13.236 18.214
H -9.423 -18.796 15.058
H -14.442 -15.817 16.383
H -16.490 -23.967 19.139
H -12.777 -17.476 21.301
N -16.591 -12.637 19.056
C -12.690 -18.345 20.656
C -17.604 -13.314 26.897
C -15.737 -26.308 18.696
H -18.565 -23.104 19.650
H -16.011 -16.518 16.864
C -21.557 -25.391 18.995
H -7.507 -20.613 25.356
O -18.252 -20.480 16.384
C -12.543 -23.180 20.869
H -21.045 -23.234 20.190
H -18.855 -10.367 20.044
H -17.085 -13.072 18.287
C -10.029 -20.411 23.380
H -10.915 -25.054 18.834
C -17.620 -20.872 17.559
H -11.363 -17.995 16.230
C -5.738 -14.399 15.297
H -20.135 -12.311 16.847
H -9.062 -21.822 22.174
H -7.272 -18.137 14.499
H -9.184 -20.281 21.409
O -13.783 -18.328 19.795
C -18.946 -23.492 20.617
H -10.836 -24.978 20.544
C -10.785 -18.109 17.156
H -18.658 -14.049 24.740
H -14.868 -20.873 17.941
C -14.974 -20.097 18.693
H -16.775 -10.707 18.334
C -17.331 -19.724 18.440
C -13.670 -19.296 18.771
C -15.167 -12.745 18.832
H -14.997 -23.726 19.931
C -17.015 -11.270 19.262
C -14.748 -14.181 18.698
H -20.919 -12.130 18.455
H -5.501 -16.226 14.268
H -17.274 -12.448 26.307
H -13.269 -22.379 20.692
H -13.675 -14.261 18.438
C -17.610 -14.341 24.851
H -12.788 -19.920 18.952
H -19.281 -21.754 15.126
C -15.146 -15.974 17.211
C -9.769 -20.983 22.009
N -18.078 -24.467 21.212
H -11.773 -18.365 20.065
H -10.626 -23.404 21.753
H -18.095 -18.967 18.213
H -16.307 -15.978 24.510
C -20.333 -24.033 20.453
H -18.774 -12.111 19.956
H -17.297 -20.919 21.761
C -11.549 -24.896 19.707
H -14.598 -16.481 18.012
H -16.652 -22.958 21.410
H -16.201 -24.471 22.141
C -8.034 -21.004 24.485
H -17.082 -14.718 22.371
H -21.681 -24.673 18.178
H -10.751 -19.587 23.313
C -5.673 -14.035 17.647
H -18.186 -25.304 20.640
H -18.966 -17.461 21.802
C -18.494 -11.189 19.417
H -15.173 -20.465 19.718
H -14.830 -14.736 19.656
H -10.702 -21.456 20.335
H -14.935 -26.027 18.007
H -18.199 -21.620 18.144
H -17.717 -21.061 14.469
H -13.556 -18.791 17.798
```

Properties
total charge	0
SMILES	COCCNCCOC.COCCNCCOC.COCCNCCOC.COCCNCCOC.COCCNCCOC.COCCNCCOC
Kohn-Sham gap	9.15	eV

---

Energies relative to the most stable structure, in eV: arrangement one 23.002; arrangement two 0.000.

---

Arrangement one

Entry from the Open Molecules 2025 dataset: C5H10FN in the gas phase (the ωB97M-V functional and the def2-TZVPD basis).

```
17
C5H10FN (the ωB97M-V functional and the def2-TZVPD basis)
H -0.821 1.628 1.543
C 0.900 0.851 0.674
H -1.270 -1.105 0.290
H 2.387 -1.127 -0.731
N -1.948 0.773 -0.779
C 0.588 0.064 -0.676
H 1.405 0.442 1.570
C -0.432 0.506 1.228
H 0.947 -1.879 -1.441
H -1.718 0.466 -1.746
H 1.141 1.877 0.442
H 1.108 -1.594 0.373
H 0.899 0.679 -1.613
F -0.600 -0.517 2.007
C -0.951 -0.094 -0.082
H -2.957 0.339 -0.420
C 1.322 -1.309 -0.639
```

Properties
total charge	0
SMILES	C[C@@H]1C[C@H](F)[C@H]1N
Kohn-Sham gap	10.56	eV

---

Arrangement two

Entry from the Open Molecules 2025 dataset: a molecular structure, C5H10FN (the ωB97M-V functional and the def2-TZVPD basis).

```
17
C5H10FN (the ωB97M-V functional and the def2-TZVPD basis)
C -0.111 -0.558 0.147
N 1.498 0.470 0.308
H 0.371 2.771 -0.883
H -0.522 -1.237 2.048
H -0.442 2.507 0.671
C -0.965 -0.569 1.323
C 0.285 0.698 -0.544
H 0.485 0.575 -1.661
H -1.913 -0.941 0.720
C 0.267 -1.831 -0.510
H -1.296 2.172 -0.773
F 2.547 -0.095 -0.585
H 1.084 -2.257 0.120
C -0.309 2.118 -0.307
H 0.705 -1.747 -1.494
H -1.066 0.429 1.917
H -0.618 -2.506 -0.497
```

Properties
total charge	0
Kohn-Sham gap	9.65	eV

---

Energies relative to the most stable structure, in eV: arrangement one 0.000; arrangement two 0.689.